A 2-piece molecular cluster, C5H14NO overall at a distorted geometry, computed with wB97M-V/def2-TZVPD.

As for the net charge: +1. The total energy comes out at -328.61154 a.u. The HOMO energy is -0.523 hartree. The value obtained for the LUMO energy is -3.489 eV. The value obtained for the energy relative to the best compared isomer or geometry (same formula, charge and spin) is 46.87 kcal per mole.

Positions of all 21 atoms, in Å:
C  2.197  0.481  -0.692
C  1.448  1.801  -0.631
C  -0.061  1.578  -0.388
C  -0.475  0.418  0.544
C  -1.335  -0.550  0.318
N  0.111  0.443  1.978
H  1.759  -0.261  -1.381
H  2.273  0.013  0.288
H  3.182  0.594  -1.129
H  1.560  2.359  -1.562
H  1.796  2.363  0.248
H  -0.772  2.391  -0.297
H  -0.395  1.044  -1.296
H  -1.388  -1.422  0.971
H  -1.739  -0.583  -0.691
H  0.727  -0.346  2.175
H  -0.725  0.391  2.553
H  0.689  1.262  2.154
H  -2.691  -3.821  -1.779
H  -3.407  -4.405  -0.557
O  -2.753  -3.751  -0.826

Results of the natural (NBO) charge analysis, in e, for atoms 1 through 8: atom 1 (C): -0.617, atom 2 (C): -0.397, atom 3 (C): -0.467, atom 4 (C): 0.159, atom 5 (C): -0.368, atom 6 (N): -0.722, atom 7 (H): 0.221, atom 8 (H): 0.176